ORCA calculation (ωB97M-V/def2-TZVPD) on C14H13F6InN6O2S2Sb as an isolated structure.

Geometry as ORCA input:
```
! wB97M-V def2-TZVPD RIJCOSX def2/J DEFGRID3
* xyz 0 2
In 0.104 -0.907 0.027
N -3.053 -4.009 -0.168
C -2.217 -2.974 -0.107
S -0.638 -3.159 -0.713
N -2.804 -1.891 0.490
N -2.040 -0.844 0.661
C -2.625 0.150 1.335
C -2.068 1.385 1.641
C -2.864 2.256 2.457
C -2.432 3.482 2.821
C -1.149 3.935 2.382
C -0.357 3.165 1.598
C -0.770 1.859 1.180
O -0.010 1.203 0.409
H -2.723 -4.907 -0.476
H -3.955 -3.926 0.273
H -3.631 -0.057 1.688
H -3.831 1.897 2.789
H -3.044 4.118 3.444
H -0.804 4.915 2.686
H 0.618 3.495 1.267
F 0.894 -0.614 2.130
Sb 1.146 -2.323 3.062
F 1.720 -2.826 1.319
F 0.474 -1.594 4.645
F 1.190 -4.089 3.662
F -0.635 -2.577 2.421
F 2.894 -1.899 3.543
C -0.627 0.418 -4.542
S 0.417 0.045 -3.152
C 1.112 1.658 -2.866
O -0.581 -0.164 -2.013
H -1.255 1.277 -4.315
H -1.235 -0.467 -4.715
H 0.009 0.605 -5.407
H 0.301 2.374 -2.735
H 1.749 1.920 -3.711
H 1.705 1.581 -1.957
N 2.072 -0.600 -0.705
C 3.178 -0.531 -1.060
C 4.452 -0.393 -1.545
C 5.420 0.340 -0.807
N 6.207 0.938 -0.216
C 4.731 -0.925 -2.834
N 4.954 -1.340 -3.886
*
```

The value obtained for the energy above the lowest of the compared OMol25 structures with the same formula, charge and spin is 3.2 kcal/mol. As for the calculated total energy: -77453.751 eV. The gap between HOMO and LUMO (spin up / spin down) is 7.151 / 5.028 eV. The value obtained for the HOMO energy (spin up / spin down) is -0.3067 / -0.3067 Ha. The value obtained for the lowest unoccupied orbital energy (spin up / spin down) is -1.19 / -3.32 eV.

natural (NBO) analysis output, partial charges in e:
1 In 1.725
2 N -0.717
3 C 0.282
4 S -0.112
5 N -0.286
6 N -0.335
7 C 0.138
8 C -0.181
9 C -0.147
10 C -0.235
11 C -0.124
12 C -0.278
13 C 0.492
14 O -0.698
15 H 0.418
16 H 0.418
17 H 0.209
18 H 0.219
19 H 0.226
20 H 0.224
21 H 0.235
22 F -0.676
23 Sb 3.187
24 F -0.672
25 F -0.662
26 F -0.661
27 F -0.691
28 F -0.654
29 C -0.811
30 S 1.281
31 C -0.822
32 O -1.009
33 H 0.239
34 H 0.254
35 H 0.247
36 H 0.239
37 H 0.248
38 H 0.270
39 N -0.677
40 C 0.564
41 C -0.573
42 C 0.294
43 N -0.333
44 C 0.298
45 N -0.352